{"formula": "C15H28NO4", "method": "ωB97M-V/def2-TZVPD", "species": ["C", "C", "C", "C", "O", "C", "O", "C", "C", "C", "C", "C", "C", "O", "O", "C", "C", "C", "C", "N", "H", "H", "H", "H", "H", "H", "H", "H", "H", "H", "H", "H", "H", "H", "H", "H", "H", "H", "H", "H", "H", "H", "H", "H", "H", "H", "H", "H"], "coordinates": [[-6.6989, -2.1770, -0.1874], [-6.4082, -0.8722, -0.9194], [-5.3662, -0.0033, -0.2129], [-3.9904, -0.6504, -0.2073], [-3.0479, 0.2983, 0.3442], [-1.8307, -0.1015, 0.5410], [-1.3613, -1.1912, 0.3053], [-0.9222, 0.9731, 1.1915], [-1.1179, 2.3753, 0.6288], [-0.5501, 2.4798, -0.7810], [0.9379, 2.1547, -0.7362], [1.1513, 0.7163, -0.2650], [2.6488, 0.5233, 0.0663], [2.9881, 0.5423, 1.2275], [3.3845, 0.4112, -0.9939], [4.8072, 0.2115, -0.8426], [5.1803, -1.2202, -1.2149], [4.5767, -2.2801, -0.2912], [5.0754, -2.1884, 1.1465], [0.4507, 0.4387, 1.0192], [-5.8364, -2.8384, -0.1945], [-6.9813, -1.9822, 0.8444], [-7.5216, -2.6964, -0.6708], [-6.0723, -1.0887, -1.9352], [-7.3309, -0.2953, -0.9929], [-5.6785, 0.1833, 0.8156], [-5.2909, 0.9589, -0.7226], [-3.9635, -1.5552, 0.4049], [-3.6680, -0.9062, -1.2216], [-1.1579, 0.9715, 2.2624], [-0.6216, 3.1003, 1.2764], [-2.1853, 2.5942, 0.6343], [-1.0667, 1.7921, -1.4522], [-0.6942, 3.4900, -1.1600], [1.4416, 2.8463, -0.0568], [1.3910, 2.2609, -1.7213], [0.8188, 0.0106, -1.0292], [5.2749, 0.9192, -1.5295], [5.0915, 0.4457, 0.1851], [4.8561, -1.4075, -2.2400], [6.2680, -1.2889, -1.1849], [4.8392, -3.2589, -0.6950], [3.4852, -2.2068, -0.3098], [4.7141, -3.0382, 1.7197], [6.1619, -2.1996, 1.1720], [4.7257, -1.2826, 1.6360], [0.3076, -0.5942, 1.0630], [1.1390, 0.7129, 1.7525]], "homo_lumo_gap_ev": 11.61, "charge": 1, "lumo_ev": -2.478, "molar_mass_g_mol": 286.39, "smiles": "CCCCOC(=O)[C@@H]1CCC[C@@H](C(=O)OCCCC)[NH2+]1"}


{"formula": "C24H12CuF15GeS4", "method": "ωB97M-V/def2-TZVPD", "species": ["Cu", "C", "C", "S", "C", "C", "S", "C", "C", "S", "H", "H", "H", "H", "H", "H", "H", "H", "H", "H", "H", "H", "F", "C", "C", "C", "F", "C", "F", "C", "F", "C", "F", "Ge", "S", "C", "C", "F", "C", "F", "C", "F", "C", "F", "C", "F", "C", "C", "F", "C", "F", "C", "F", "C", "F", "C", "F"], "coordinates": [[0.2846, -0.6410, -1.8151], [0.9164, 2.1914, -3.0042], [1.4899, 1.3876, -4.1731], [1.6399, -0.4076, -3.9137], [0.4260, -1.0683, -5.1048], [-0.5513, -2.0782, -4.5143], [-1.4256, -1.6264, -2.9958], [-2.4108, -0.1626, -3.4126], [-1.6755, 1.1680, -3.5652], [-0.5459, 1.5099, -2.1814], [1.6419, 2.2664, -2.1933], [0.6959, 3.2063, -3.3375], [0.9151, 1.5420, -5.0849], [2.4918, 1.7650, -4.3770], [-0.1024, -0.2328, -5.5573], [0.9818, -1.5626, -5.9019], [-1.2934, -2.3536, -5.2656], [-0.0306, -2.9954, -4.2317], [-2.9794, -0.3791, -4.3185], [-3.1328, -0.1056, -2.5956], [-1.1051, 1.2011, -4.4883], [-2.4127, 1.9706, -3.6081], [2.1949, -0.7666, 4.4527], [2.6343, 0.2345, 3.6853], [2.0486, 0.4877, 2.4576], [2.5709, 1.5366, 1.7199], [2.0248, 1.8321, 0.5219], [3.6226, 2.3150, 2.1581], [4.0917, 3.3123, 1.4173], [4.1862, 2.0366, 3.3967], [5.1937, 2.7645, 3.8387], [3.6916, 0.9944, 4.1656], [4.2337, 0.7279, 5.3440], [0.6077, -0.5435, 1.6815], [1.5197, -1.3294, -0.2191], [-0.0332, -1.9833, 2.8022], [-0.0032, -3.3323, 2.4937], [0.5319, -3.7556, 1.3425], [-0.5290, -4.2904, 3.3466], [-0.4896, -5.5764, 3.0276], [-1.1041, -3.8921, 4.5444], [-1.6080, -4.7956, 5.3641], [-1.1553, -2.5467, 4.8827], [-1.7046, -2.1678, 6.0285], [-0.6220, -1.6220, 4.0035], [-0.6705, -0.3206, 4.3325], [-0.9361, 0.5725, 1.2617], [-1.9889, 0.0054, 0.5625], [-1.9354, -1.2937, 0.2203], [-3.1022, 0.7244, 0.1646], [-4.0754, 0.1442, -0.5355], [-3.1883, 2.0699, 0.4900], [-4.2371, 2.7759, 0.1089], [-2.1685, 2.6692, 1.2097], [-2.2474, 3.9548, 1.5211], [-1.0636, 1.9160, 1.5813], [-0.1078, 2.5470, 2.2666]], "homo_lumo_gap_ev": [9.56, 6.28], "charge": 1, "multiplicity": 2, "lumo_ev": [-2.420, -5.696], "molar_mass_g_mol": 849.75, "s_squared": 0.759}


{"formula": "CN2O4S", "method": "ωB97M-V/def2-TZVPD", "species": ["C", "N", "N", "O", "O", "O", "O", "S"], "coordinates": [[-1.9589, 0.1792, 0.2092], [-1.3121, -0.7648, -0.1348], [1.6952, 1.2129, -0.2916], [0.5437, 0.7361, -0.5599], [2.3217, 0.5710, 0.5483], [0.9021, -2.0754, -0.4726], [-2.4988, 1.1310, 0.4651], [0.3071, -0.9900, 0.2364]], "homo_lumo_gap_ev": [7.58, 8.51], "charge": 0, "multiplicity": 3, "lumo_ev": [-0.494, -2.838], "molar_mass_g_mol": 136.09, "s_squared": 2.016}


{"formula": "CH3BrN2", "method": "ωB97M-V/def2-TZVPD", "species": ["C", "N", "N", "Br", "H", "H", "H"], "coordinates": [[0.6993, 0.0582, -0.1115], [-0.2273, 0.7593, 0.6560], [-1.4084, 0.4659, 0.6096], [-2.0244, -1.1501, -0.2193], [1.0761, 0.8433, -0.7812], [0.3755, -0.8243, -0.6715], [1.5092, -0.1524, 0.5179]], "homo_lumo_gap_ev": 9.93, "charge": 0, "lumo_ev": 0.317, "molar_mass_g_mol": 122.95, "smiles": "C/N=N\\Br"}


{"formula": "C32H36AsCl5GeNO2SW", "method": "ωB97M-V/def2-TZVPD", "species": ["W", "C", "C", "O", "C", "C", "C", "C", "C", "C", "H", "H", "H", "H", "H", "H", "H", "H", "Cl", "C", "C", "C", "C", "C", "Cl", "C", "N", "H", "H", "H", "O", "S", "C", "C", "C", "C", "C", "C", "C", "C", "C", "C", "C", "C", "H", "H", "H", "H", "H", "H", "H", "H", "H", "H", "C", "C", "As", "C", "C", "C", "C", "H", "H", "H", "H", "H", "H", "H", "H", "H", "H", "H", "H", "H", "H", "H", "Cl", "Ge", "Cl", "Cl"], "coordinates": [[-0.6977, 0.4311, 0.0774], [-0.2609, -2.9796, -1.3691], [-1.4892, -2.5567, -0.6368], [-1.5474, -1.4014, -0.1455], [-2.6405, -3.4167, -0.4887], [-3.7935, -2.9156, 0.1379], [-4.9077, -3.7182, 0.2651], [-4.8823, -5.0211, -0.2250], [-3.7459, -5.5258, -0.8478], [-2.6269, -4.7284, -0.9831], [0.4754, -2.1791, -1.3633], [-0.5163, -3.2434, -2.3975], [0.1646, -3.8719, -0.9078], [-3.8030, -1.8959, 0.5023], [-5.8012, -3.3354, 0.7385], [-5.7587, -5.6477, -0.1244], [-3.7398, -6.5375, -1.2283], [-1.7474, -5.1244, -1.4728], [-2.3676, 1.4549, 4.6214], [-1.9010, -0.1520, 4.2671], [-2.3495, -1.1584, 5.0931], [-1.9711, -2.4698, 4.8500], [-1.0876, -2.7617, 3.8097], [-0.6438, -1.7614, 2.9859], [0.6132, -2.1653, 1.8671], [-1.0919, -0.3905, 3.1002], [-0.8004, 0.5755, 2.2271], [-2.9952, -0.9119, 5.9239], [-2.3266, -3.2632, 5.4928], [-0.7176, -3.7680, 3.6709], [0.9286, 0.0979, -0.3075], [3.6929, 0.0002, 1.0519], [4.4840, 1.1228, -0.0576], [5.8109, 1.4749, 0.1801], [6.4407, 2.3290, -0.7101], [5.7490, 2.8205, -1.8104], [4.4260, 2.4605, -2.0312], [3.7810, 1.5997, -1.1567], [3.3842, 0.9338, 2.4420], [2.9406, 0.2196, 3.5858], [2.6773, 0.8999, 4.7477], [2.8366, 2.2889, 4.7907], [3.2530, 3.0017, 3.6612], [3.5269, 2.3410, 2.4895], [6.3425, 1.0831, 1.0378], [7.4718, 2.6091, -0.5446], [6.2460, 3.4891, -2.5001], [3.8930, 2.8546, -2.8860], [2.7464, 1.3193, -1.3021], [2.8346, -0.8562, 3.5323], [2.3586, 0.3640, 5.6312], [2.6287, 2.8215, 5.7094], [3.3522, 4.0773, 3.7099], [3.8327, 2.8811, 1.6047], [1.4423, 0.1668, -3.5866], [-0.0518, 0.0368, -3.8486], [-1.2314, 0.8486, -2.5181], [-2.9651, 0.0594, -2.9803], [-4.0071, 1.0471, -3.4912], [-1.3287, 2.7448, -2.9452], [0.0268, 3.4086, -3.1586], [2.0075, -0.3879, -4.3357], [1.7002, -0.2380, -2.6070], [1.7745, 1.2030, -3.6220], [-0.3407, -1.0163, -3.8734], [-0.3441, 0.4661, -4.8096], [-3.3249, -0.4363, -2.0796], [-2.7534, -0.7087, -3.7278], [-4.1887, 1.8444, -2.7705], [-4.9518, 0.5283, -3.6535], [-3.7163, 1.4954, -4.4410], [-1.8830, 3.1982, -2.1224], [-1.9421, 2.8281, -3.8428], [0.7056, 3.2408, -2.3222], [-0.1068, 4.4851, -3.2633], [0.5034, 3.0513, -4.0710], [-2.2889, 3.7460, 2.4757], [-0.4817, 2.5634, 2.7894], [0.0240, 2.7772, 0.3498], [-2.9584, 1.2537, 0.1475]], "homo_lumo_gap_ev": [7.34, 5.02], "charge": 2, "multiplicity": 4, "lumo_ev": [-5.751, -8.510], "molar_mass_g_mol": 1007.35, "s_squared": 3.821}


{"formula": "C4H5ClO", "method": "ωB97M-V/def2-TZVPD", "species": ["C", "C", "C", "Cl", "C", "O", "H", "H", "H", "H", "H"], "coordinates": [[1.5358, -0.8328, 0.1385], [0.4835, 0.0989, -0.2092], [-0.8458, -0.0070, -0.2039], [-1.5341, -1.5930, 0.1511], [-1.7173, 1.1635, -0.0974], [-2.9110, 1.0892, 0.2150], [1.3792, -0.8992, 1.2042], [2.5237, -0.4465, -0.0284], [1.5160, -1.7423, -0.3937], [0.7260, 1.1316, -0.5119], [-1.1559, 2.0376, -0.2644]], "homo_lumo_gap_ev": 9.95, "charge": 0, "lumo_ev": 0.055, "molar_mass_g_mol": 104.54, "smiles": "C/C=C(\\Cl)C=O"}